Run w
The following is a DFT calculation (wB97M-V/def2-TZVPD) of a cluster of 2 separate species, C10H10N2O2 in total.

```
24
Properties=species:S:1:pos:R:3:mulliken_charge:R:1
C -2.788 -2.332 -0.288 -0.674
C -2.269 -1.759 -1.467 -0.465
C -2.333 -1.825 0.933 -0.506
C -1.158 -0.871 -1.460 -0.935
C -1.230 -1.081 0.964 -0.641
C -0.529 -0.682 -0.222 1.226
C 2.462 1.180 -0.767 -0.547
C 0.620 3.516 0.554 0.750
C 1.562 0.255 1.150 -0.447
C 0.715 -0.045 -0.123 0.002
N 1.316 0.677 -1.118 0.110
N 2.739 0.929 0.535 -0.219
O 0.536 3.425 -0.585 -0.351
O 0.754 3.611 1.701 -0.399
H -3.556 -3.044 -0.290 0.419
H -2.868 -1.837 -2.344 0.371
H -2.673 -2.210 1.838 0.409
H -0.658 -0.719 -2.409 0.193
H -0.881 -0.941 1.905 0.395
H 3.200 1.598 -1.354 0.493
H 0.995 0.809 1.939 0.214
H 2.015 -0.755 1.699 0.197
H 0.840 0.568 -2.000 0.126
H 3.190 1.534 1.208 0.279
```

As for the frontier orbital gap: 5.948 eV.


Run x
The following is a DFT calculation (wB97M-V/def2-TZVPD) of the molecule C10H10N2O2.

```
24
Properties=species:S:1:pos:R:3:mulliken_charge:R:1
C -2.032 1.122 -0.092 -0.676
C -0.854 0.520 -0.556 0.017
C -0.773 -0.942 -0.637 -0.612
C -1.952 -1.590 -0.483 -0.384
C -3.055 -1.053 0.085 -0.301
C -3.138 0.307 0.308 -0.398
C 0.599 0.214 0.556 1.205
C 1.164 1.478 0.125 -0.766
C 2.490 1.472 -0.204 -0.405
C 2.778 -0.930 0.144 0.236
H -2.182 2.225 0.056 0.240
H 0.004 1.149 -0.877 0.600
H 0.311 -1.265 -0.779 0.433
H -2.120 -2.749 -0.699 0.180
H -3.892 -1.819 0.253 0.246
H -3.934 0.746 1.160 0.169
H 1.022 -1.730 0.874 0.378
H 0.555 2.376 0.116 0.559
H 3.053 2.417 -0.458 0.359
H 4.320 0.402 -0.387 0.299
N 1.438 -0.857 0.505 -0.234
N 3.272 0.346 -0.240 -0.095
O -0.521 0.093 1.034 -0.457
O 3.448 -1.931 0.196 -0.593
```

As for the frontier orbital gap: 6.478 eV.


Run y
The following is a DFT calculation (wB97M-V/def2-TZVPD) of a structure of composition C10H10N2O2.

```
24
Properties=species:S:1:pos:R:3:mulliken_charge:R:1
C 0.884 1.574 -0.302 0.519
C -0.295 1.044 -0.973 -0.335
C -0.481 -0.260 -1.172 -0.428
C 1.841 -0.692 -0.381 0.175
C -1.363 1.021 0.306 -0.718
C -1.919 -0.152 -0.065 -0.516
C -1.300 -1.402 0.170 -0.578
C -0.073 -1.442 0.845 -0.180
C 0.428 -0.159 1.364 -0.884
C -0.147 1.038 1.037 -0.578
H 2.798 0.947 0.451 0.344
H -1.266 1.557 -1.210 0.520
H -1.367 -0.603 -1.815 0.550
H 0.698 -2.127 -1.142 0.399
H -1.919 1.944 0.040 0.737
H -2.980 -0.019 -0.390 0.482
H -1.828 -2.374 -0.021 0.377
H 0.346 -2.380 1.154 0.590
H 1.264 -0.298 1.995 0.522
H 0.439 1.872 1.140 0.634
N 1.834 0.681 0.056 -0.117
N 0.456 -1.224 -0.713 -0.051
O 1.116 2.802 -0.133 -0.881
O 2.832 -1.348 -0.239 -0.583
```

As for the frontier orbital gap: 4.898 eV.


Run z
The following is a DFT calculation (wB97M-V/def2-TZVPD) of a cluster of 2 separate species, C10H10N2O2 in total.

```
24
Properties=species:S:1:pos:R:3:mulliken_charge:R:1
O 4.544 -1.098 0.661 -0.599
C 3.429 -0.685 0.309 0.343
C 2.285 -1.549 0.282 -0.527
C 1.113 -1.087 -0.048 0.220
N 0.948 0.309 -0.070 -0.049
C 2.037 1.242 -0.318 0.312
O 1.842 2.447 -0.539 -0.601
N 3.290 0.654 -0.237 -0.052
H 2.611 -2.557 0.310 0.378
H 0.312 -1.902 -0.400 0.218
H 0.030 0.621 -0.681 0.193
H 4.137 1.127 -0.407 0.200
C -2.128 -0.195 -0.609 -0.040
C -3.208 -1.122 -0.916 -0.773
C -4.379 -0.975 -0.222 -0.290
C -4.566 0.161 0.642 -0.301
C -3.548 1.016 0.882 -0.484
C -2.303 0.816 0.305 0.196
H -1.169 -0.539 -1.009 0.267
H -2.942 -1.999 -1.642 0.240
H -5.301 -1.647 -0.353 0.266
H -5.525 0.286 1.204 0.295
H -3.790 1.883 1.577 0.266
H -1.503 1.454 0.731 0.322
```

As for the frontier orbital gap: 9.998 eV. The SMILES is O=c1cc[nH]c(=O)[nH]1.c1ccccc1.


Pick run z: it beats the second-best structure by 149.4 kJ/mol.


Run w
The following is a DFT calculation (wB97M-V/def2-TZVPD) of the molecule C4H5F2N.

```
12
Properties=species:S:1:pos:R:3:mulliken_charge:R:1
H 1.382 -1.177 1.844 0.268
N 0.393 -1.314 1.404 -0.691
C 0.116 -0.481 0.510 0.515
C -1.087 -0.641 -0.303 -0.139
C -1.480 0.307 -1.116 -0.782
C 1.096 0.680 0.217 0.236
F 1.185 0.744 -1.147 -0.239
F 2.331 0.464 0.685 -0.277
H -1.541 -1.571 0.109 0.370
H -2.382 0.127 -1.627 0.329
H -0.812 1.243 -1.238 0.193
H 0.799 1.618 0.662 0.217
```

As for the frontier orbital gap: 10.772 eV. The SMILES is [H]/N=C(/C=C)C(F)F.


Run x
The following is a DFT calculation (wB97M-V/def2-TZVPD) of the molecule C4H5F2N.

```
12
Properties=species:S:1:pos:R:3:mulliken_charge:R:1
F 2.118 -0.156 1.078 -0.325
C 1.391 -0.081 -0.152 0.778
F 2.342 -0.272 -1.108 -0.299
C 0.408 1.089 -0.052 -0.758
C -0.958 0.417 0.208 0.029
N -1.071 -0.815 0.093 -0.525
C 0.149 -1.493 -0.043 -0.493
H 0.369 1.697 -0.924 0.338
H 0.642 1.656 0.782 0.336
H -1.653 1.189 0.452 0.375
H 0.077 -2.116 -1.016 0.283
H 0.620 -2.125 0.836 0.262
```

As for the frontier orbital gap: 10.504 eV. The SMILES is FC1(F)CC=NC1.


Pick run w: it beats the second-best structure by 24.9 kJ/mol.


Run w
The following is a DFT calculation (wB97M-V/def2-TZVPD) of the ion C5H10N2 with charge +2.

```
17
Properties=species:S:1:pos:R:3:mulliken_charge:R:1
C -1.216 -0.349 1.170 -0.666
N -0.372 0.177 0.061 0.171
C -1.272 0.220 -1.134 -0.917
C 0.721 -1.047 -0.303 -0.233
C 1.933 -0.552 -0.184 -0.305
N 1.845 0.801 0.216 0.217
C 0.644 1.198 0.203 -0.166
H -2.083 0.302 1.115 0.364
H -1.350 -1.465 1.031 0.354
H -0.683 -0.345 2.176 0.375
H -1.750 -0.768 -1.242 0.394
H -1.873 1.016 -1.119 0.487
H -0.871 0.343 -2.129 0.410
H 0.490 -2.112 -0.469 0.433
H 3.006 -0.992 -0.174 0.403
H 2.560 1.422 0.209 0.233
H 0.270 2.151 0.573 0.446
```

As for the frontier orbital gap: 9.832 eV. The SMILES is C[N+]1(C)C=C[NH+]=C1. Its total charge is +2.


Run x
The following is a DFT calculation (wB97M-V/def2-TZVPD) of the ion C5H10N2 with charge +2.

```
17
Properties=species:S:1:pos:R:3:mulliken_charge:R:1
C 0.078 1.783 0.353 -0.011
C 0.633 -0.230 -0.797 -0.028
C -1.625 -1.139 -0.137 0.445
C -2.558 -1.516 0.811 -0.772
C 2.395 1.151 -0.192 -0.858
N -0.478 -0.988 -0.655 -0.259
N 0.981 0.987 -0.204 0.073
H -0.901 1.375 0.339 0.175
H 1.266 -0.780 -1.483 0.375
H 0.485 2.557 0.925 0.311
H -2.161 -1.426 1.796 0.348
H -2.479 -2.599 0.889 0.374
H -3.619 -1.226 0.488 0.362
H 2.614 2.229 0.075 0.327
H 2.766 1.100 -1.219 0.401
H 2.854 0.450 0.488 0.373
H -0.251 -1.728 -1.477 0.363
```

As for the frontier orbital gap (alpha / beta): 7.829 / 6.712 eV. Its total charge is +2.


Pick run w: it beats the second-best structure by 249.1 kJ/mol.


Run w
The following is a DFT calculation (wB97M-V/def2-TZVPD) of a cluster of 2 separate species, C4H8NO2 in total.

```
15
Properties=species:S:1:pos:R:3:mulliken_charge:R:1
C 1.814 1.405 0.938 -0.226
O 2.362 1.012 2.094 -0.936
C -0.487 -1.434 0.378 0.243
C -0.164 -0.597 -0.673 -0.756
C -1.253 0.167 -1.443 -0.105
O -0.833 0.562 -2.682 -0.956
N -1.672 -1.299 0.994 -0.687
H 0.717 1.159 0.757 -0.073
H 2.215 0.933 -0.023 0.067
H 0.227 -2.193 0.721 0.352
H -2.176 -0.437 -1.523 0.202
H 0.726 -0.780 -1.257 0.426
H -1.458 1.020 -0.739 0.054
H 1.760 2.495 0.741 0.221
H -1.779 -2.013 1.717 0.173
```

As for the frontier orbital gap (alpha / beta): 5.902 / 5.747 eV. As for the expectation value of S²: 0.77. Its total charge is -2. As for the multiplicity: 2.


Run x
The following is a DFT calculation (wB97M-V/def2-TZVPD) of a cluster of 2 separate species, C4H8NO2 in total.

```
15
Properties=species:S:1:pos:R:3:mulliken_charge:R:1
O 0.787 -1.632 0.465 -0.668
C 2.033 -1.417 0.450 -0.227
O 2.632 -0.372 0.158 -0.578
H 2.623 -2.317 0.746 0.403
N -0.284 0.965 1.082 -0.780
C -0.577 1.233 -0.342 -1.698
C -2.894 0.654 -1.025 -2.653
C -1.602 0.309 -0.914 0.043
H 0.480 1.559 1.378 0.258
H 0.065 -0.016 1.087 0.423
H 0.367 1.098 -0.898 0.179
H -0.923 2.265 -0.486 0.712
H -3.690 -0.039 -1.257 1.707
H -3.148 1.637 -0.642 0.904
H -1.319 -0.732 -1.019 -0.024
```

As for the frontier orbital gap (alpha / beta): 2.328 / 8.231 eV. As for the expectation value of S²: 0.75. Its total charge is -2. As for the multiplicity: 2.


Pick run x: it beats the second-best structure by 255.1 kJ/mol.


Run w
The following is a DFT calculation (wB97M-V/def2-TZVPD) of a cluster of 3 separate species, C3H11NS in total.

```
16
Properties=species:S:1:pos:R:3:mulliken_charge:R:1
C -1.098 -1.536 2.597 -0.716
S -0.615 -1.639 0.521 -0.613
H -0.334 -0.934 3.089 0.202
H -2.167 -1.157 2.622 0.169
H -1.016 -2.598 2.766 0.209
C 0.938 1.656 -0.433 -1.051
C -0.024 0.980 -1.403 -0.301
N 0.519 -0.196 -2.072 -0.781
H 0.448 2.551 -0.092 0.302
H 1.170 1.010 0.431 0.290
H 1.887 1.937 -0.977 0.264
H -0.928 0.712 -0.773 0.278
H -0.403 1.681 -2.198 0.374
H 0.886 -0.931 -1.434 0.184
H -0.198 -0.707 -2.573 0.247
H 0.936 -0.830 -0.070 -0.058
```

As for the frontier orbital gap (alpha / beta): 4.807 / 7.447 eV. As for the expectation value of S²: 0.76. Its total charge is -1. As for the multiplicity: 2.


Run x
The following is a DFT calculation (wB97M-V/def2-TZVPD) of a structure of composition C3H11NS.

```
16
Properties=species:S:1:pos:R:3:mulliken_charge:R:1
N -1.753 0.300 1.865 -2.724
H -2.579 -0.235 2.167 0.976
H -1.034 0.215 2.602 0.862
H -1.341 -0.193 0.853 -0.255
H -2.020 1.297 1.770 1.040
C 1.949 0.428 0.763 -1.242
C 1.704 0.433 -0.739 -0.286
C 0.229 0.466 -1.142 -0.946
S -0.743 -0.984 -0.638 -0.648
H 1.650 1.369 1.228 0.396
H 3.011 0.272 0.980 0.345
H 1.403 -0.385 1.245 0.244
H 2.200 1.312 -1.170 0.293
H 2.166 -0.452 -1.184 0.287
H 0.193 0.551 -2.232 0.295
H -0.220 1.390 -0.759 0.364
```

As for the frontier orbital gap (alpha / beta): 3.733 / 7.600 eV. As for the expectation value of S²: 0.75. Its total charge is -1. As for the multiplicity: 2.


Pick run x: it beats the second-best structure by 193.0 kJ/mol.


Run w
The following is a DFT calculation (wB97M-V/def2-TZVPD) of the molecule C3H4S2.

```
9
Properties=species:S:1:pos:R:3:mulliken_charge:R:1
C -0.475 -0.885 0.087 -0.316
C 0.150 -0.162 -0.775 0.234
C 0.757 0.532 -1.716 -0.650
S -1.165 -0.055 1.632 0.019
S -0.093 1.471 2.517 -0.359
H -0.742 -1.894 -0.009 0.410
H 0.309 1.353 -2.266 0.245
H 1.853 0.611 -1.777 0.229
H -0.594 -0.972 2.306 0.189
```

As for the frontier orbital gap: 8.458 eV.


Run x
The following is a DFT calculation (wB97M-V/def2-TZVPD) of a cluster of 2 separate species, C3H4S2 in total.

```
9
Properties=species:S:1:pos:R:3:mulliken_charge:R:1
C 0.957 -1.281 -1.219 -0.142
C 0.376 -0.370 -0.661 -0.192
C -0.346 0.274 0.359 -0.147
S -0.151 -0.212 2.130 -0.129
S -1.889 1.110 -0.078 -0.219
H 1.368 -1.961 -1.929 0.424
H 0.982 1.788 0.358 0.092
H 1.127 0.035 2.290 0.153
H -2.424 0.617 -1.249 0.160
```

As for the frontier orbital gap (alpha / beta): 7.531 / 8.232 eV.


Run y
The following is a DFT calculation (wB97M-V/def2-TZVPD) of the molecule C3H4S2.

```
9
Properties=species:S:1:pos:R:3:mulliken_charge:R:1
C 0.223 1.242 0.456 -0.639
C -0.660 0.265 0.543 0.070
C -0.376 -1.022 -0.307 0.310
S -1.671 -2.043 -0.418 -0.269
S 1.070 -1.379 -1.244 -0.158
H -0.049 2.088 0.920 0.332
H 1.133 1.126 -0.218 -0.022
H -1.774 0.245 1.048 0.241
H 2.103 -0.523 -0.780 0.135
```

As for the frontier orbital gap: 8.183 eV. The SMILES is C=CC(=S)S.


Run z
The following is a DFT calculation (wB97M-V/def2-TZVPD) of the molecule C3H4S2.

```
9
Properties=species:S:1:pos:R:3:mulliken_charge:R:1
C -1.543 -0.001 0.075 -0.808
C -0.286 0.000 0.490 0.018
C 0.853 0.001 -0.425 -0.130
S 2.281 1.024 0.003 -0.137
S 2.280 -1.025 0.002 -0.137
H -2.365 -0.003 0.769 0.254
H -1.795 0.003 -0.973 0.225
H -0.038 -0.001 1.542 0.306
H 0.612 0.001 -1.484 0.409
```

As for the frontier orbital gap: 8.533 eV. The SMILES is C=CC1SS1.


Pick run z: it beats the second-best structure by 97.1 kJ/mol.


Run w
The following is a DFT calculation (wB97M-V/def2-TZVPD) of a structure of composition C2H2N3S2.

```
9
Properties=species:S:1:pos:R:3:mulliken_charge:R:1
C -0.569 1.393 -1.344 0.522
C 0.040 -2.281 0.891 -0.123
N -0.239 1.227 1.740 -0.061
N 0.395 0.669 -1.047 -0.450
N 0.234 -1.184 0.884 -0.104
S -2.005 2.031 -1.432 -0.075
S 0.971 0.872 1.072 0.571
H -0.055 -3.318 0.902 0.417
H 1.229 0.592 -1.666 0.304
```

As for the frontier orbital gap: 8.671 eV. Its total charge is +1.


Run x
The following is a DFT calculation (wB97M-V/def2-TZVPD) of the ion C2H2N3S2 with charge +1.

```
9
Properties=species:S:1:pos:R:3:mulliken_charge:R:1
C 1.372 0.367 -0.501 0.009
C 2.655 0.181 -0.129 0.387
N -0.799 -0.102 0.116 -0.166
N -3.365 -0.282 0.470 -0.356
N 0.395 0.079 0.384 -0.004
S 4.089 -0.167 0.299 -0.099
S -2.047 -1.008 0.357 0.503
H 1.017 0.226 -1.481 0.423
H -3.317 0.706 0.486 0.304
```

As for the frontier orbital gap (alpha / beta): 7.589 / 7.590 eV. Its total charge is +1.


Pick run w: it beats the second-best structure by 105.3 kJ/mol.